Entry 1:
Molecular formula: C27H44F6InOP2
Method: DFT, ωB97M-V with the def2-TZVPD basis set

For the highest occupied orbital energy (alpha / beta), the calculation gives -10.41 / -10.41 eV. As for the charge: +1. The lowest unoccupied orbital energy (alpha / beta) is -6.36 / -6.41 eV. The calculation puts the HOMO-LUMO gap (alpha / beta) at 4.04 / 4.00 eV.

```
81
Properties=species:S:1:pos:R:3:forces:R:3
In 0.689111 1.378835 0.595828 -0.1 -0.9 -0.2
P -0.239189 1.448738 -6.325948 0.6 0.5 -1.0
P 2.049107 -0.388598 -6.994055 0.1 0.6 -0.8
F 3.115955 2.278825 3.539245 0.6 0.1 -0.6
F 1.156049 3.510150 2.356462 0.6 0.2 -1.1
F 4.920586 1.623898 2.469190 -1.0 1.1 -0.1
F 2.593855 5.075297 1.818922 -0.5 -1.1 -0.3
F 1.408943 4.117020 0.234681 0.4 -0.6 1.2
F 4.654643 3.739333 2.987942 -0.6 -0.9 -0.5
O 2.795576 1.543699 0.868980 -1.5 0.5 -0.3
C 3.231527 2.807753 1.182869 0.7 0.0 1.0
C -2.037007 1.446506 -1.959859 0.2 0.3 0.6
C 1.265894 1.262346 -7.393042 -0.3 -0.3 0.3
C -1.278650 -0.356730 -3.626929 -0.8 0.2 -0.6
C 3.996191 2.626243 2.553054 0.7 0.0 0.6
C -1.761023 -1.088966 1.789896 0.3 -0.7 -0.6
C -0.385734 3.273472 -6.479809 -0.3 0.0 0.0
C 0.493871 -1.488228 2.092951 1.2 -3.5 -3.4
C 1.447682 -1.314259 -8.475764 0.0 -0.2 0.3
C -1.389044 -2.175495 0.953711 -2.5 1.7 1.4
C -0.600644 -0.667590 2.503344 -2.5 1.3 -0.6
C -0.979514 2.256195 -2.091829 -0.1 0.1 0.5
C 1.879122 -1.369087 2.582342 0.7 -0.1 0.3
C -0.000711 -2.422688 1.142287 3.9 1.5 2.7
C 0.094389 2.270387 -3.131217 0.5 0.7 -0.6
C 3.682091 0.018466 -7.735426 0.1 -0.3 0.2
C -3.118589 -0.531767 1.943979 -0.8 0.1 0.2
C 0.978639 -0.142867 -2.576832 0.0 -0.5 0.1
C -1.532886 0.980347 -7.533371 -0.1 0.1 0.1
C 4.142322 3.386007 0.121458 0.6 0.4 0.1
C -2.285885 -2.964341 0.088141 -0.3 0.3 -0.5
C 2.105699 3.883685 1.422886 -0.1 1.0 0.1
C 0.783823 -3.504502 0.507695 0.1 -0.2 -0.4
C -0.114041 -0.862818 -2.865420 0.5 0.1 0.7
C -0.539744 0.367618 3.560340 -0.2 0.3 0.0
C -2.402260 0.241935 -2.739792 0.2 -1.0 -0.5
C 1.263911 1.258213 -3.047350 0.2 0.3 0.1
H 4.157498 0.817210 -7.159234 0.1 -0.1 -0.1
H -2.504362 1.168453 -7.062870 0.0 -0.1 -0.2
H 2.007241 -2.256420 -8.488840 -0.2 0.0 -0.2
H -1.460832 -0.079664 -7.793945 -0.1 0.2 0.0
H -3.091368 0.497437 2.318344 -0.1 -0.2 -0.2
H 4.977162 2.696854 -0.065950 -0.3 0.2 0.1
H 0.562780 3.267924 -3.058593 -0.1 -0.3 -0.1
H -2.715998 -0.529145 -2.011652 0.0 0.2 -0.2
H -2.704713 1.635102 -1.115398 0.1 0.2 -0.2
H 0.379394 -1.537498 -8.404352 0.2 0.0 -0.1
H 0.354462 0.999015 3.490575 0.0 -0.4 0.1
H 1.845475 -3.238361 0.460271 -0.2 -0.1 0.0
H 2.226683 -0.328658 2.656566 -0.1 -0.2 0.0
H -1.722153 -1.197209 -4.186995 0.1 0.3 0.1
H -0.967432 0.380779 -4.391796 -0.2 -0.6 0.6
H -1.412975 1.025745 3.524076 0.1 -0.2 0.1
H -0.407319 3.517400 -7.550204 0.0 0.2 0.3
H -0.191166 -1.895483 -2.504545 0.2 0.3 0.0
H 0.470760 3.761509 -5.996534 -0.2 -0.1 -0.1
H 3.579785 3.519818 -0.802623 0.0 0.0 0.0
H -1.420682 1.608709 -8.423378 -0.2 -0.2 0.0
H -0.313282 2.237265 -4.157973 0.0 -0.1 0.8
H 3.550728 0.326430 -8.780354 0.2 0.0 0.2
H 0.963658 1.308124 -8.457861 0.4 0.1 0.4
H -1.824477 -3.157775 -0.894149 0.0 0.0 0.3
H -0.893224 3.089982 -1.380863 -0.3 -0.3 -0.1
H -1.313511 3.601254 -5.993265 0.2 0.1 -0.2
H -2.525947 -3.948977 0.525124 0.2 0.3 0.0
H 1.976824 2.079020 -7.159535 -0.3 -0.4 -0.1
H 4.293725 -0.888056 -7.680853 0.2 0.3 -0.1
H 0.702672 -4.450351 1.069836 0.0 0.3 -0.2
H 1.970903 -1.823721 3.580732 0.1 0.1 -0.2
H 2.578973 -1.884379 1.913784 -0.2 0.1 0.2
H 0.433048 -3.696306 -0.515312 0.1 0.0 0.2
H -0.508721 -0.109944 4.549214 0.0 -0.1 -0.1
H -3.237828 -2.442021 -0.084451 0.3 -0.2 0.1
H 1.789316 -0.608117 -1.987767 -0.4 0.1 -0.4
H -3.703681 -1.128422 2.661621 0.0 0.2 -0.2
H -3.278296 0.406712 -3.390615 0.2 0.2 0.3
H 1.727558 1.239186 -4.055935 -0.1 -0.2 0.4
H 4.521892 4.364890 0.456228 0.0 -0.4 -0.3
H 1.664086 -0.746833 -9.388985 -0.1 -0.2 0.1
H 2.044579 1.670351 -2.384173 -0.2 -0.1 -0.2
H -3.667599 -0.536362 0.993165 0.1 0.1 0.2
```
Forces are in eV/Å.

***

Entry 2:
Molecular formula: C27H44N6O5S2Tb
Method: DFT, ωB97M-V with the def2-TZVPD basis set

For the highest occupied orbital energy (alpha / beta), the calculation gives -10.30 / -10.30 eV. The value obtained for the energy relative to the best compared isomer or geometry (same formula, charge and spin) is 3.789 eV. As for the charge: +1. The spin multiplicity is 7. The lowest unoccupied orbital energy (alpha / beta) is -2.71 / -2.64 eV. The calculation puts the HOMO-LUMO gap (alpha / beta) at 7.59 / 7.67 eV.

```
85
Properties=species:S:1:pos:R:3:forces:R:3
Tb -0.347891 -0.065286 -0.315014 0.7 0.3 0.5
S -1.788571 1.141344 2.099560 0.3 0.2 0.0
S 3.248460 -4.683386 -1.096776 0.4 -0.7 -0.1
O -0.688973 -2.258703 -1.443518 0.0 -0.1 0.5
O 2.803021 0.615089 1.598358 -0.6 -0.3 -0.2
O -2.515959 -0.926516 -0.082323 -1.3 -0.4 -1.2
O 2.093587 -0.257796 -0.374067 0.4 -0.2 0.6
O 0.206308 -2.165915 1.041532 0.9 -0.7 1.1
N -1.286845 2.270921 -2.541813 -0.8 1.0 -0.5
N -0.675138 1.541584 4.478977 0.2 0.4 0.9
N 3.443335 -2.537870 -2.489302 -0.1 -1.0 0.8
N 0.150977 2.869135 2.745779 -1.3 -0.8 1.1
N 3.945583 -4.477853 -3.670920 0.5 0.4 -1.2
N -1.572457 1.961068 -1.380252 -1.0 0.7 0.9
C 1.882331 0.416030 0.664940 -1.1 0.0 -0.6
C -4.416455 3.737955 0.311848 0.5 1.7 -0.2
C 0.458069 -3.429839 0.423828 -1.3 0.2 -1.0
C -2.028063 -2.688174 -1.657512 -0.5 -0.3 -1.2
C 0.350466 -3.196700 -1.098600 -0.6 -0.5 0.7
C 1.422971 3.142345 3.343399 0.8 -0.8 1.8
C -0.123636 3.735523 1.649984 -1.0 2.2 0.2
C -0.594885 2.529610 5.577895 0.2 0.9 -2.2
C 0.828705 -0.284381 -4.880912 -0.1 0.7 -0.5
C -1.336949 0.325406 4.930201 1.4 -0.4 0.1
C -1.972668 4.335779 -0.844333 -0.4 0.0 0.1
C 4.330420 -5.871304 -3.907447 -0.8 0.0 0.6
C 0.283512 0.859122 -5.510898 0.6 -0.3 3.2
C 4.070428 -0.048237 1.634676 1.1 1.1 -0.2
C -2.397227 3.022025 -0.807904 0.8 0.3 0.4
C -2.915489 -1.495121 -1.408143 -0.4 -0.9 3.1
C -0.379399 1.702542 -4.617346 -0.9 0.5 -0.7
C -0.600915 1.346712 -3.286023 1.2 -0.6 -0.6
C -0.086991 0.203762 -2.675332 0.0 0.9 0.2
C 0.899649 -2.139779 2.322456 -0.3 3.3 -1.4
C -3.948911 5.095160 0.274360 -1.3 -1.0 0.3
C -2.745702 5.357611 -0.311044 0.3 -1.4 -0.5
C 3.612577 -3.882373 -2.532101 -0.8 0.0 1.3
C -3.262482 -1.512401 0.975726 0.4 -0.5 0.3
C 0.691287 -0.548004 -3.508539 -0.2 -1.6 -1.0
C -3.592306 2.726140 -0.192974 -0.8 0.8 0.1
C -0.727473 1.934456 3.183476 0.7 -0.4 -0.3
H 1.407780 -0.925356 -5.518578 0.3 -0.5 0.0
H -0.066840 3.389078 5.167779 -0.7 0.4 0.1
H 3.670052 -1.952180 -3.240694 0.2 1.0 -0.9
H -5.449661 3.618016 0.656066 0.6 -0.6 0.0
H 1.394724 -3.881516 0.671217 1.1 0.4 0.0
H 4.455070 -5.991122 -4.975946 -0.2 -0.1 -0.1
H -2.385317 0.439334 4.833125 -1.2 -0.1 0.1
H 1.053885 -1.500416 -3.109718 0.4 0.3 -0.4
H 5.271618 -6.068774 -3.439056 0.6 -0.2 0.4
H 4.260025 -0.844566 0.903993 -0.6 0.2 0.2
H -1.602675 2.750374 5.921744 0.0 0.2 0.1
H -2.822466 -0.707116 -2.075127 0.5 1.3 -1.5
H 0.568723 3.597572 0.821788 0.3 0.2 0.1
H -1.047248 0.159125 5.991938 -0.2 0.1 -0.8
H 3.591383 -6.588812 -3.504389 0.3 0.6 -0.3
H -4.542185 5.943300 0.658362 0.1 -0.8 -0.2
H 0.537445 -2.830200 3.009028 -0.8 -1.5 1.0
H 0.697829 -1.110687 2.692561 0.2 -0.7 0.0
H -1.133969 3.679181 1.240548 0.2 -0.6 0.4
H 4.171453 -0.374416 2.671938 0.2 -0.2 -0.3
H 1.585354 4.173585 3.647059 -0.5 0.3 0.1
H 0.161846 -4.124816 -1.588473 -0.1 -0.8 -0.4
H -0.987730 -0.510078 4.310702 -0.3 0.1 0.3
H -3.879784 1.711236 -0.186740 -0.6 -1.0 0.1
H -1.020622 4.609060 -1.221908 0.7 -0.1 -0.6
H -0.120686 4.797742 2.102915 0.5 -1.2 -1.1
H 3.112144 -2.180873 -1.591752 0.5 0.2 -0.7
H -2.332146 -3.562655 -1.035100 0.5 0.6 -0.3
H 2.124240 2.948577 2.581176 1.2 -0.2 -0.9
H -2.386260 6.318920 -0.479627 0.4 1.7 0.2
H -2.693141 -1.356466 1.865951 0.5 -0.4 0.6
H 0.628551 1.184762 -6.456131 -0.3 0.0 -1.0
H 1.708770 2.481471 4.212908 -0.7 0.6 -1.0
H 4.783594 0.780092 1.439319 0.0 -0.8 0.2
H -3.451370 -2.561950 0.770719 0.2 -0.2 0.1
H 1.965050 -2.222425 2.174042 0.4 -0.3 -0.1
H -0.844367 2.650097 -4.908878 0.4 -0.2 -0.2
H -0.233712 -4.170437 0.832257 -0.6 0.1 -0.3
H -4.204479 -1.061678 1.201549 -0.8 0.8 -0.5
H -2.230127 -2.903596 -2.749428 0.6 -0.3 1.0
H 0.045837 2.258347 6.362620 0.6 -1.1 1.2
H -3.977949 -1.776231 -1.333868 0.4 0.0 -0.2
H 4.234528 -3.868952 -4.430386 -0.2 0.0 0.2
H 1.266532 -2.814231 -1.519406 0.1 0.3 0.2
```
Forces are in eV/Å.